Entry 1:
{
  "formula": "C17H27O2Si",
  "method": "ωB97M-V/def2-TZVPD",
  "orbital_gap_ev": 3.6070,
  "total_charge": 1,
  "e_above_lowest_kcal_mol": 13.9,
  "e_tot_ha": -1103.70516,
  "elements": ["Si", "O", "O", "C", "C", "C", "C", "C", "C", "C", "C", "C", "C", "C", "C", "C", "C", "C", "C", "C", "H", "H", "H", "H", "H", "H", "H", "H", "H", "H", "H", "H", "H", "H", "H", "H", "H", "H", "H", "H", "H", "H", "H", "H", "H", "H", "H"],
  "xyz": [[-1.789, -1.723, 0.059], [-0.507, -0.614, 0.478], [1.107, -2.169, 0.746], [1.606, -0.056, 1.491], [1.377, 0.124, 6.559], [2.844, -0.812, 1.676], [-0.318, -1.342, 7.504], [0.751, 1.859, 4.882], [-3.234, -0.563, 0.248], [0.682, -0.926, 0.903], [-0.937, 0.275, 5.801], [-1.759, -3.135, 1.275], [1.014, -0.906, 7.425], [-0.296, 2.504, 4.059], [2.544, -2.205, 1.142], [-1.283, -0.739, 6.686], [-1.549, -2.304, -1.695], [0.407, 0.780, 5.727], [1.331, 1.370, 1.521], [2.089, 2.499, 4.954], [3.164, -0.880, 2.728], [-1.070, 3.018, 4.650], [1.409, 1.828, 0.522], [2.896, 1.764, 5.012], [3.676, -0.353, 1.124], [-0.595, -2.137, 8.197], [-3.160, 0.015, 1.181], [-2.321, -1.061, 6.754], [-1.446, -2.808, 2.275], [-1.647, -1.490, -2.425], [-2.764, -3.569, 1.361], [2.204, 3.171, 5.821], [2.426, 0.437, 6.505], [0.306, 1.543, 1.872], [2.261, 3.111, 4.062], [-0.821, 1.764, 3.443], [3.121, -2.430, 0.239], [2.674, -2.984, 1.898], [2.010, 1.905, 2.196], [-1.700, 0.707, 5.153], [-1.075, -3.930, 0.958], [1.774, -1.366, 8.061], [-4.184, -1.114, 0.259], [0.146, 3.249, 3.391], [-2.323, -3.054, -1.924], [-3.275, 0.158, -0.579], [-0.568, -2.773, -1.843]],
  "forces_ev_per_a": [[0.751, 0.628, 0.021], [-1.250, -0.535, -0.380], [0.950, -1.635, -0.138], [-3.069, -2.603, -1.542], [-0.074, 0.019, 0.017], [1.594, 0.252, 0.579], [0.309, 0.531, -0.331], [-0.552, 0.245, 1.278], [-0.262, -0.021, 0.010], [2.494, 2.560, 1.673], [0.234, 0.000, 0.082], [-0.175, -0.133, 0.119], [0.262, 0.266, -0.092], [0.004, 0.445, -0.625], [-0.904, 0.013, -0.390], [-0.101, 0.279, -0.234], [-0.097, -0.052, -0.084], [-0.046, -1.163, 0.375], [-0.091, 1.303, 0.071], [0.452, 0.012, -0.773], [0.070, 0.095, -0.092], [0.328, -0.238, 0.187], [0.070, 0.119, 0.252], [-0.123, 0.091, 0.069], [0.062, -0.129, 0.114], [0.066, 0.220, -0.220], [-0.018, -0.214, -0.176], [0.258, 0.048, -0.100], [-0.089, -0.012, -0.183], [-0.001, -0.143, 0.215], [0.179, 0.056, 0.013], [-0.374, -0.283, -0.075], [-0.513, -0.200, 0.139], [0.294, 0.049, -0.377], [-0.053, -0.113, 0.256], [0.042, 0.097, 0.179], [-0.229, -0.139, 0.211], [-0.167, 0.050, -0.312], [-0.034, 0.043, -0.154], [0.148, -0.157, 0.294], [-0.098, 0.198, 0.010], [-0.268, 0.152, -0.293], [0.132, 0.151, -0.005], [-0.158, -0.179, 0.146], [0.210, 0.155, -0.009], [0.050, -0.190, 0.154], [-0.216, 0.062, 0.120]]
}

***

Entry 2:
{
  "formula": "C38H85F6N7O10P",
  "method": "ωB97M-V/def2-TZVPD",
  "orbital_gap_ev": 8.3229,
  "total_charge": -1,
  "e_tot_ha": -3574.87655,
  "elements": ["P", "F", "F", "F", "F", "F", "F", "O", "O", "O", "O", "O", "O", "O", "O", "O", "O", "N", "N", "N", "N", "N", "N", "N", "C", "C", "C", "C", "C", "C", "C", "C", "C", "C", "C", "C", "C", "C", "C", "C", "C", "C", "C", "C", "C", "C", "C", "C", "C", "C", "C", "C", "C", "C", "C", "C", "C", "C", "C", "C", "C", "C", "H", "H", "H", "H", "H", "H", "H", "H", "H", "H", "H", "H", "H", "H", "H", "H", "H", "H", "H", "H", "H", "H", "H", "H", "H", "H", "H", "H", "H", "H", "H", "H", "H", "H", "H", "H", "H", "H", "H", "H", "H", "H", "H", "H", "H", "H", "H", "H", "H", "H", "H", "H", "H", "H", "H", "H", "H", "H", "H", "H", "H", "H", "H", "H", "H", "H", "H", "H", "H", "H", "H", "H", "H", "H", "H", "H", "H", "H", "H", "H", "H", "H", "H", "H", "H"],
  "xyz": [[1.622, 1.185, -0.637], [1.633, 2.830, -0.471], [2.239, 1.336, -2.159], [0.133, 1.391, -1.275], [0.910, 1.181, 0.815], [1.549, -0.372, -0.754], [3.118, 0.967, -0.006], [0.148, 7.023, 7.900], [11.920, -8.733, -8.701], [-1.544, 8.806, 1.865], [-5.636, -1.123, 0.593], [-6.112, -10.643, 2.016], [-6.160, 7.268, 3.146], [2.384, 8.651, 6.484], [-0.530, -8.529, 0.041], [8.435, -4.999, -6.367], [-5.358, 4.233, -3.436], [-3.618, 6.982, 3.050], [-5.535, 1.829, -1.531], [1.603, 6.117, 5.816], [9.024, -7.969, -8.531], [-3.472, 1.760, -7.873], [-3.264, -10.128, 1.481], [5.800, -1.764, 5.120], [-5.210, 5.570, -3.856], [-4.370, -9.208, 1.714], [-5.331, 0.418, -1.248], [-6.666, 2.285, -2.410], [3.377, 7.682, 6.662], [-2.598, -9.663, 0.266], [-5.294, -9.794, 2.755], [13.265, -8.863, -9.263], [-2.342, 0.157, -8.836], [7.140, -1.587, 5.378], [-4.257, 5.823, 3.528], [-3.563, 0.200, -9.465], [-5.695, 5.901, 3.063], [0.923, 5.853, 8.246], [-6.545, 3.841, -2.811], [4.995, -1.676, 6.186], [7.125, -1.405, 6.769], [-2.257, 1.037, -7.764], [0.273, -7.409, -0.021], [-1.866, -8.313, 0.383], [-0.608, 7.637, 8.938], [-2.697, 8.361, 1.068], [-6.275, -0.094, -0.061], [9.712, -9.260, -8.419], [-7.174, -11.212, 2.788], [3.012, 6.449, 5.769], [1.338, 5.224, 6.968], [8.367, -5.891, -7.459], [10.812, -9.358, -9.436], [9.134, -7.209, -7.287], [-3.338, 7.041, 1.603], [2.561, 9.900, 7.090], [5.870, -1.499, 7.298], [-4.284, 1.239, -8.855], [-4.637, -0.779, 1.520], [7.549, -4.020, -6.214], [-7.453, 7.531, 2.574], [-0.800, 9.779, 1.155], [-3.170, -9.852, -0.643], [-4.271, 0.270, -1.040], [-4.835, -9.092, 0.735], [0.076, -6.678, 0.764], [8.818, -7.804, -6.429], [-7.462, 4.121, -3.328], [3.420, 7.332, 7.693], [-4.340, 5.720, -4.495], [-1.643, -0.587, -9.188], [2.190, 4.545, 7.013], [-4.732, -10.273, 3.557], [-5.895, -9.024, 3.237], [-6.282, 5.240, 3.700], [-2.651, 6.292, 1.210], [6.498, -4.294, -6.120], [-5.880, 5.707, 2.007], [-1.573, 1.353, -6.990], [-0.051, 8.498, 9.308], [3.921, -1.712, 6.080], [11.175, -10.302, -9.841], [-7.608, 1.948, -1.976], [2.703, 9.900, 8.171], [13.581, -9.906, -9.232], [-6.860, -12.164, 3.218], [-7.835, -11.480, 1.964], [-2.330, -7.500, -0.177], [-4.366, -1.736, 1.965], [-7.254, -0.497, -0.319], [5.455, -2.024, 4.208], [13.872, -8.403, -8.484], [-4.012, -8.217, 1.991], [-5.700, -0.243, -2.032], [0.169, -6.870, -0.963], [1.712, 10.549, 6.874], [8.037, -1.316, 7.340], [3.731, 5.638, 5.885], [-4.201, 5.780, 4.616], [-3.487, 9.111, 1.032], [-3.927, -0.449, -10.248], [-3.735, -0.356, 1.078], [-1.469, 8.082, 8.440], [3.454, 10.426, 6.753], [-4.502, 7.453, 2.914], [-2.218, 8.071, 0.132], [-6.719, 1.599, -3.255], [-7.412, 7.463, 1.487], [1.272, -7.833, -0.122], [-1.191, 10.790, 1.271], [-8.176, 6.819, 2.973], [-7.819, 8.538, 2.774], [7.344, -6.011, -7.817], [-1.810, -10.386, 0.057], [-3.622, -11.036, 1.220], [9.584, -7.484, -9.217], [-1.869, -8.022, 1.433], [-6.727, 4.549, -2.003], [9.000, -10.072, -8.562], [-0.913, 6.923, 9.703], [0.301, 5.259, 8.917], [7.624, -3.282, -7.013], [1.799, 6.104, 8.844], [1.588, 5.394, 5.110], [-0.423, 9.492, 0.173], [3.123, 6.740, 4.725], [10.628, -8.848, -10.381], [8.953, -5.279, -8.144], [-5.241, 1.726, -8.972], [5.530, -1.546, 8.322], [7.889, -1.703, 4.609], [10.039, -9.437, -7.395], [-6.439, 0.811, 0.524], [-3.828, 4.902, 3.133], [-3.727, 2.401, -7.135], [-4.660, 2.152, -1.918], [0.502, 4.612, 6.629], [4.291, 8.197, 6.367], [-5.272, -0.307, 2.270], [7.832, -3.417, -5.351], [-5.154, 6.285, -3.035], [-4.253, 6.728, 1.098], [10.185, -6.962, -7.132], [-7.602, -10.658, 3.623], [0.114, 10.070, 1.672], [13.269, -8.381, -10.240], [-6.019, 5.863, -4.525]],
  "forces_ev_per_a": [[-0.481, 2.635, -0.362], [1.224, -0.455, -0.199], [0.077, -0.203, 0.870], [-0.186, -0.719, -0.405], [0.425, -0.766, 0.617], [-0.638, -1.516, -0.419], [-0.464, 0.996, -0.088], [0.152, -0.703, 0.342], [0.577, -0.318, -1.067], [-0.887, -0.164, -0.744], [-0.048, -1.537, -0.440], [-0.961, -0.528, 1.193], [-0.917, 0.588, 0.754], [-1.097, 0.428, -0.003], [-0.409, -1.000, -0.466], [1.902, -3.176, 1.760], [0.957, -1.074, -0.688], [0.904, 2.206, -1.439], [-0.133, 0.994, -0.307], [0.644, -1.427, 1.074], [0.225, -0.229, 0.180], [1.169, -1.013, 0.661], [0.660, 1.037, -0.458], [0.092, -0.166, -2.425], [-0.732, 0.105, -0.338], [0.350, -0.350, 0.215], [-2.785, -0.388, 0.340], [1.840, -0.139, 0.190], [-0.497, -0.378, -0.590], [1.682, -1.109, -0.283], [0.112, 1.202, -0.521], [-1.877, 0.059, 1.397], [2.104, -1.227, 0.965], [-1.883, -0.156, 1.787], [-0.256, -1.481, -0.443], [-2.407, 1.801, 0.135], [-1.752, -0.043, -0.144], [-0.427, 2.083, 0.830], [-1.476, -0.311, 1.087], [1.242, 0.014, 1.760], [3.268, -0.250, -0.634], [-2.338, 0.958, -1.665], [0.620, 0.322, -1.067], [-0.579, -0.533, 0.640], [0.555, 0.083, -1.192], [0.540, -0.777, 1.359], [1.512, 1.378, -0.720], [-1.458, -1.077, -0.397], [0.570, -1.325, -1.453], [0.473, 2.523, -0.918], [-0.953, -0.954, -1.367], [0.564, 1.200, -0.346], [2.527, 0.516, 0.771], [-0.049, 0.877, 0.057], [1.754, -1.066, -0.232], [0.484, 0.196, 0.121], [-3.091, -0.270, -1.032], [0.944, 0.015, 0.516], [-1.193, -1.269, 0.396], [-1.292, 2.631, -0.107], [0.652, -0.695, 0.081], [0.832, 0.693, 1.226], [-0.834, 0.952, -0.155], [-0.279, -0.234, 0.173], [-0.988, 0.283, 0.167], [0.447, -0.188, 0.442], [-0.364, 0.039, -0.105], [-0.043, -0.446, -1.324], [0.180, 0.226, 0.404], [0.370, -0.628, 0.412], [0.487, 0.163, 0.511], [0.118, -0.207, 0.888], [0.208, -0.399, -0.044], [-0.204, 0.279, 0.014], [-0.496, -0.028, -0.159], [0.347, -0.526, 0.827], [-0.162, -0.398, 0.039], [0.436, -0.990, -0.077], [0.243, -0.431, -0.331], [0.193, -0.151, 0.662], [0.165, -0.158, 0.125], [-0.395, -0.797, 0.796], [-0.262, 1.150, 0.741], [-0.287, -0.568, 0.417], [-0.157, -0.223, -0.659], [0.288, -0.167, 0.182], [-0.872, 0.117, 0.664], [0.002, 0.044, -0.359], [0.313, -0.009, 0.008], [0.080, 0.171, -0.673], [-0.010, 0.329, 0.056], [0.205, 0.508, -0.535], [0.280, -0.118, 0.238], [0.705, -0.050, -0.873], [-0.493, 0.228, -0.293], [-0.120, -0.327, -0.154], [-0.013, 0.131, 0.091], [-0.004, -0.345, 0.625], [-0.063, 0.047, 0.061], [0.338, 0.519, -0.359], [0.158, 0.176, -0.024], [-0.244, 0.722, 0.312], [-0.275, -0.259, 0.114], [0.336, 0.003, -0.542], [0.622, 2.241, 1.137], [-0.789, 0.405, -0.588], [0.523, 0.441, -1.085], [0.030, -0.342, -0.203], [0.301, 0.512, 0.810], [-1.237, 0.061, -1.068], [-0.153, -0.055, -0.096], [0.534, 0.020, 0.489], [-0.072, -0.259, 0.019], [0.495, 0.045, 0.342], [-0.387, -0.177, 0.355], [-0.286, 0.521, -0.124], [-0.290, 0.143, 0.312], [0.480, -0.514, 1.238], [-0.309, -0.078, -0.337], [-0.008, 0.119, 0.208], [-0.022, -0.687, -0.281], [-0.228, 0.173, -0.655], [0.239, 0.475, 0.184], [-0.650, 0.311, -0.841], [-0.720, -0.017, -0.337], [0.426, 0.376, -0.084], [-0.449, 0.754, 0.073], [-0.245, -0.536, -1.371], [-0.058, -0.434, -0.336], [0.294, 0.381, -0.021], [-0.076, 0.168, 0.280], [0.680, 0.158, -0.162], [-0.057, 0.044, 0.741], [0.097, -0.227, 0.076], [-0.301, -0.013, -0.400], [-0.131, 0.453, -0.167], [-0.163, -0.133, 0.051], [0.713, -0.686, 0.049], [1.251, 1.164, 0.567], [-0.085, -0.320, 0.356], [-0.056, -0.062, 0.279], [-0.273, 0.810, -0.817], [0.180, 0.107, 0.413], [0.005, 0.737, -0.478], [0.451, -1.197, 0.674], [0.568, -0.133, 0.006], [-0.542, 0.066, 0.127]]
}